No. 1
Below is C35H37Cl4GeO3Si2W as an isolated structure at a distorted geometry, with properties calculated with ωB97M-V with the def2-TZVPD basis set.

Calculated values
relative energy (zero: lowest compared OMol25 entry of this formula, charge and spin)	1.464	eV
spin multiplicity	2
frontier orbital gap (spin up / spin down)	5.8 / 5.4	eV
total charge	+2
maximum force	1.121	eV/A
LUMO energy (spin up / spin down)	-7.67 / -8.02	eV
calculated total energy	-167209.4543	eV

Positions of all 83 atoms, in Å:
W 0.922 -0.076 -0.010
C -0.635 -2.426 -0.860
Si -1.054 -1.489 0.740
C -2.832 -0.926 0.781
C -0.663 -2.698 2.079
C -1.371 -3.905 2.028
C -1.147 -4.907 2.957
C -0.199 -4.718 3.950
C 0.525 -3.537 3.996
C 0.308 -2.509 3.066
Si 1.183 -0.947 3.584
C -0.069 -0.065 4.631
C 2.895 -1.446 4.101
H -1.618 -2.683 -1.265
H -0.076 -3.312 -0.565
H -0.098 -1.969 -1.690
H -3.306 -1.103 -0.187
H -2.969 0.124 1.026
H -3.357 -1.510 1.539
H -2.113 -4.076 1.255
H -1.708 -5.830 2.907
H -0.021 -5.491 4.685
H 1.259 -3.425 4.783
H 0.040 -0.350 5.680
H -1.058 -0.395 4.307
H -0.010 1.020 4.588
H 3.049 -1.411 5.178
H 3.651 -0.804 3.650
H 3.068 -2.468 3.763
Cl 3.959 4.019 4.834
C 3.455 3.209 3.418
C 3.789 3.756 2.179
Cl 4.665 5.213 2.062
C 3.364 3.107 1.023
Cl 3.656 3.729 -0.544
C 2.665 1.923 1.153
O 2.203 1.284 0.054
C 2.301 1.357 2.366
O 1.510 0.207 2.206
C 2.694 2.026 3.527
Cl 2.247 1.548 5.115
C 2.186 -1.666 -0.398
Ge -0.220 0.830 -2.056
C -1.183 2.474 -2.196
C -2.369 2.620 -1.473
C -3.165 3.739 -1.676
C -2.763 4.721 -2.570
C -1.578 4.584 -3.279
C -0.789 3.455 -3.104
C -0.803 -0.290 -3.480
C -2.165 -0.288 -3.704
C -2.743 -1.219 -4.591
C -1.945 -2.099 -5.261
C -0.535 -2.100 -5.097
C 0.289 -2.993 -5.822
C 1.645 -2.978 -5.658
C 2.237 -2.058 -4.768
C 1.461 -1.177 -4.066
C 0.055 -1.179 -4.200
H 3.191 -1.256 -0.549
H 1.905 -2.282 -1.252
H 2.199 -2.301 0.504
H -2.692 1.861 -0.768
H -4.096 3.846 -1.134
H -3.381 5.596 -2.721
H -1.272 5.349 -3.979
H 0.118 3.352 -3.690
H -2.810 0.420 -3.196
H -3.813 -1.219 -4.747
H -2.383 -2.808 -5.953
H -0.172 -3.685 -6.514
H 2.270 -3.656 -6.220
H 3.313 -2.038 -4.661
H 1.944 -0.441 -3.427
C -1.588 3.772 1.598
C -1.306 2.297 1.724
O -0.232 1.903 0.822
H -2.419 4.043 2.248
H -1.852 4.044 0.575
H -0.724 4.360 1.914
H -2.165 1.682 1.472
H -0.983 2.045 2.735
H 0.229 2.699 0.525

How is the electron density shared among the atoms? According to Mulliken, the charges in e are: W 1.84; C -0.97; Si 0.51; C -1.34; C 0.64; C -0.30; C -0.84; C -0.91; C -0.87; C 0.30; Si 0.83; C -1.41; C -1.48; H 0.45; H 0.53; H -0.11; H 0.45; H 0.29; H 0.58; H 0.42; H 0.45; H 0.45; H 0.36; H 0.45; H 0.40; H 0.55; H 0.42; H 0.40; H 0.54; Cl -0.14; C -0.02; C 0.35; Cl -0.14; C 0.01; Cl -0.15; C -0.89; O -0.66; C 0.02; O -0.72; C 1.27; Cl -0.13; C -1.60; Ge 0.14; C 0.37; C -0.03; C -0.83; C -0.50; C -0.78; C -0.67; C 1.28; C -0.42; C -1.15; C -0.83; C 0.74; C -0.88; C -0.64; C -0.96; C -0.50; C 0.55; H 0.56; H 0.54; H 0.37; H 0.55; H 0.47; H 0.43; H 0.45; H 0.49; H 0.40; H 0.47; H 0.44; H 0.45; H 0.42; H 0.45; H 0.55; C -1.40; C 0.35; O 0.38; H 0.49; H 0.25; H 0.42; H -0.23; H -0.10; H 0.06

---

No. 2
Below is C35H37N4O4PS3Y as an isolated structure at a distorted geometry, with properties calculated with ωB97M-V with the def2-TZVPD basis set.

Calculated values
frontier orbital gap	7.8	eV
total charge	+1
maximum force	1.619	eV/A
LUMO energy	-2.61	eV
calculated total energy	-93884.6779	eV

Positions of all 85 atoms, in Å:
Y -0.028 -0.085 -0.738
O 0.679 -0.427 -5.008
C 0.671 -0.497 -3.799
O 0.147 0.332 -2.958
C 1.353 -1.682 -3.098
C 2.101 -2.654 -3.736
C 2.698 -3.641 -2.961
C 2.553 -3.622 -1.578
C 1.789 -2.619 -1.017
N 1.192 -1.690 -1.773
C 1.581 -2.392 0.486
O 2.126 -3.107 1.294
O 0.810 -1.376 0.726
H 2.206 -2.615 -4.811
H 3.288 -4.418 -3.429
H 3.016 -4.357 -0.934
C 2.233 -0.643 4.860
C 0.732 -0.440 5.061
S -0.173 0.048 3.552
C -0.573 1.805 3.819
C 0.638 2.721 3.846
S 1.593 2.614 2.290
C 3.300 2.647 2.924
C 3.822 1.303 3.419
S 3.261 0.845 5.100
H 2.439 -1.060 3.876
H 2.591 -1.349 5.610
H 0.517 0.295 5.837
H 0.285 -1.390 5.353
H -1.139 1.900 4.747
H -1.230 2.062 2.984
H 1.307 2.446 4.654
H 0.320 3.757 3.975
H 3.359 3.412 3.698
H 3.898 2.976 2.072
H 4.910 1.342 3.478
H 3.534 0.500 2.742
N -1.981 -0.693 0.838
C -3.327 -0.206 0.628
C -4.225 -0.150 1.688
C -5.514 0.314 1.484
C -5.924 0.700 0.214
C -5.032 0.650 -0.843
C -3.723 0.214 -0.643
P -2.449 0.240 -1.961
C -3.214 -0.787 -3.249
C -4.126 -0.298 -4.179
C -4.779 -1.177 -5.030
C -4.516 -2.538 -4.966
C -3.576 -3.025 -4.069
C -2.928 -2.151 -3.212
C -2.518 1.963 -2.542
C -2.068 2.287 -3.822
C -2.033 3.613 -4.226
C -2.423 4.622 -3.354
C -2.843 4.306 -2.070
C -2.881 2.981 -1.658
H -1.711 -0.550 1.813
H -1.950 -1.704 0.717
H -3.910 -0.469 2.675
H -6.203 0.369 2.316
H -6.936 1.046 0.053
H -5.347 0.956 -1.833
H -4.320 0.765 -4.248
H -5.497 -0.796 -5.743
H -5.043 -3.218 -5.623
H -3.347 -4.082 -4.045
H -2.192 -2.526 -2.508
H -1.727 1.505 -4.488
H -1.704 3.856 -5.228
H -2.397 5.657 -3.670
H -3.148 5.090 -1.388
H -3.199 2.733 -0.652
C 1.582 4.958 -2.573
N 1.684 3.709 -1.841
C 2.823 2.970 -1.654
C 2.446 1.843 -0.994
N 1.086 1.888 -0.771
C 0.670 3.027 -1.298
H 2.534 5.479 -2.538
H 0.810 5.585 -2.132
H 1.323 4.767 -3.614
H 3.788 3.312 -1.987
H 3.053 1.019 -0.656
H -0.345 3.393 -1.279

How is the electron density shared among the atoms? According to Mulliken, the charges in e are: Y 0.98; O -0.72; C 0.10; O 0.02; C 0.30; C -0.84; C -0.32; C -0.75; C 0.17; N 0.55; C 0.26; O -0.69; O -0.55; H 0.57; H 0.47; H 0.56; C -0.35; C -0.93; S 0.15; C -0.84; C -0.80; S 0.13; C -0.95; C -0.32; S -0.16; H 0.05; H 0.43; H 0.40; H 0.43; H 0.53; H 0.26; H 0.23; H 0.49; H 0.45; H 0.39; H 0.46; H 0.01; N 0.25; C 0.01; C -0.52; C -0.70; C -0.78; C -0.09; C 0.10; P 1.28; C 0.73; C -0.33; C -0.78; C -0.56; C -0.78; C -0.59; C 0.60; C -0.39; C -0.86; C -0.58; C -0.64; C -0.99; H -0.26; H 0.27; H 0.54; H 0.42; H 0.45; H 0.43; H 0.43; H 0.43; H 0.40; H 0.43; H 0.20; H 0.47; H 0.49; H 0.45; H 0.44; H 0.37; C -0.84; N 0.13; C -0.83; C -0.62; N 0.36; C -0.49; H 0.32; H 0.34; H 0.32; H 0.55; H 0.61; H 0.61

---

No. 3
Below is C35H37N6O5PdS3 as an isolated structure, with properties calculated with ωB97M-V with the def2-TZVPD basis set.

Calculated values
relative energy (zero: lowest compared OMol25 entry of this formula, charge and spin)	0.000	eV
spin multiplicity	3
frontier orbital gap (spin up / spin down)	8.4 / 6.8	eV
total charge	+1
maximum force	0.496	eV/A
LUMO energy (spin up / spin down)	-1.98 / -3.57	eV
calculated total energy	-92051.2627	eV

Positions of all 87 atoms, in Å:
Pd 0.002 0.163 0.184
O 2.332 -0.705 0.137
S 3.346 0.151 0.875
C 3.672 -0.685 2.452
C 2.365 -1.205 3.068
C 2.165 -2.716 2.971
C 2.191 -3.364 1.590
S 0.756 -2.976 0.548
O -0.040 -1.883 1.259
C -0.239 -4.436 0.777
C -1.388 -4.366 1.547
C -2.172 -5.505 1.690
C -1.800 -6.688 1.070
C -0.645 -6.743 0.296
C 0.139 -5.613 0.140
C 4.900 -0.111 0.063
C 6.044 0.479 0.590
C 7.245 0.319 -0.082
C 7.291 -0.410 -1.265
C 6.137 -0.975 -1.785
C 4.924 -0.821 -1.125
H 4.112 0.095 3.075
H 4.420 -1.464 2.296
H 1.510 -0.700 2.621
H 2.358 -0.946 4.127
H 1.227 -2.971 3.467
H 2.965 -3.203 3.537
H 2.189 -4.450 1.690
H 3.061 -3.066 1.003
H -1.660 -3.435 2.022
H -3.075 -5.455 2.281
H -2.415 -7.571 1.181
H -0.362 -7.666 -0.191
H 1.035 -5.648 -0.471
H 6.006 1.072 1.496
H 8.143 0.774 0.315
H 8.231 -0.527 -1.788
H 6.177 -1.532 -2.711
H 4.007 -1.242 -1.516
C 8.520 4.759 3.263
C 7.253 4.334 2.565
O 7.077 3.230 2.129
S 6.035 5.652 2.495
C 4.725 4.823 1.653
C 4.897 4.360 0.352
C 3.869 3.692 -0.284
C 2.650 3.489 0.365
C 2.470 3.986 1.654
C 3.505 4.647 2.297
C 1.649 2.650 -0.229
C 0.849 1.824 -0.629
H 8.517 4.326 4.264
H 8.604 5.841 3.346
H 9.372 4.356 2.719
H 5.843 4.505 -0.151
H 4.013 3.296 -1.281
H 1.527 3.819 2.158
H 3.378 5.005 3.310
N -3.792 4.558 -1.135
C -2.819 3.739 -0.708
N -1.735 3.579 -1.477
N -3.022 3.122 0.450
C -2.128 2.261 0.849
N -1.376 1.507 1.318
H -3.682 5.138 -1.945
H -4.574 4.716 -0.525
H -1.587 4.169 -2.277
H -0.912 3.101 -1.101
O -4.525 0.477 2.219
C -5.428 -0.079 1.275
N -5.537 -1.486 1.497
C -4.729 -2.462 1.001
O -4.864 -3.629 1.315
C -3.673 -2.098 -0.007
C -3.554 -2.900 -1.136
C -2.531 -2.654 -2.033
C -1.637 -1.636 -1.749
N -1.731 -0.890 -0.650
C -2.730 -1.111 0.211
H -4.669 1.428 2.278
H -5.082 0.092 0.254
H -6.419 0.363 1.384
H -6.129 -1.803 2.252
H -4.256 -3.709 -1.290
H -2.411 -3.243 -2.931
H -0.808 -1.413 -2.411
H -2.751 -0.495 1.101

How is the electron density shared among the atoms? According to Mulliken, the charges in e are: Pd 0.37; O -0.50; S 0.76; C -1.07; C -0.25; C -1.27; C -0.68; S 0.75; O -0.47; C 0.57; C -0.53; C -0.70; C -0.55; C -0.71; C -0.50; C 0.41; C -0.50; C -0.63; C -0.51; C -0.67; C -0.39; H 0.57; H 0.55; H 0.00; H 0.54; H 0.36; H 0.45; H 0.73; H 0.37; H 0.46; H 0.43; H 0.42; H 0.41; H 0.47; H 0.39; H 0.46; H 0.40; H 0.42; H 0.42; C -1.18; C 0.69; O -0.47; S -0.23; C 0.21; C -0.32; C -0.40; C 0.13; C -0.53; C -0.61; C 1.20; C -1.88; H 0.29; H 0.42; H 0.31; H 0.47; H 0.51; H 0.49; H 0.44; N -0.37; C 0.58; N -0.30; N -0.69; C 0.98; N -0.66; H 0.20; H 0.25; H 0.23; H 0.18; O -0.52; C -0.51; N -0.13; C -0.05; O -0.64; C 0.00; C -0.40; C -0.94; C -0.50; N 0.26; C 0.03; H 0.32; H 0.40; H 0.40; H 0.29; H 0.54; H 0.47; H 0.52; H 0.74

---

Which of these has the highest maximum force?
C35H37N4O4PS3Y